Molecular formula: C42H108ClN6O19
Method: DFT, ωB97M-V/def2-TZVPD

Structure (XYZ):
```
176
Properties=species:S:1:pos:R:3:mulliken_charge:R:1
Cl -0.211 -0.536 -0.561 -0.16
O 0.980 -0.742 -1.311 -0.26
O -0.187 -1.172 0.751 0.09
O -0.432 0.842 -0.422 -0.55
O -1.309 -0.973 -1.361 -0.21
C -3.951 -3.478 -2.824 -1.35
C -4.528 -2.232 -2.283 0.55
O -4.373 -1.090 -3.084 -0.45
H -2.964 -3.272 -3.237 0.21
H -4.610 -3.805 -3.629 0.42
H -3.986 -4.308 -2.118 0.35
H -4.025 -2.085 -1.327 -0.49
H -5.600 -2.341 -2.122 0.46
H -5.049 -1.190 -3.758 0.24
C 4.074 3.132 -2.182 -1.21
C 3.108 3.722 -1.230 0.19
O 1.951 2.955 -1.087 0.63
H 4.768 3.877 -2.570 0.40
H 3.552 2.645 -3.006 0.27
H 4.642 2.354 -1.672 0.13
H 2.861 4.713 -1.611 0.42
H 3.515 3.810 -0.222 0.02
H 2.147 2.208 -0.518 -0.54
C 1.848 -4.019 0.395 -0.77
C 3.160 -4.561 -0.180 0.01
O 3.747 -5.363 0.824 -0.55
H 2.076 -3.412 1.271 0.19
H 1.067 -4.766 0.536 0.44
H 1.391 -3.326 -0.311 0.11
H 3.827 -3.742 -0.451 -0.07
H 2.872 -5.141 -1.057 0.35
H 4.548 -5.737 0.449 0.30
C -3.174 -2.384 8.956 -0.78
O -3.092 -3.549 8.119 -0.35
C -1.889 -4.312 8.346 -0.73
C -1.559 -5.328 7.278 -0.66
N -1.267 -4.558 6.077 -0.12
C -1.393 -5.516 4.988 -0.98
C -1.446 -4.750 3.682 -0.47
O -2.658 -4.000 3.583 -0.52
C -2.660 -2.982 2.630 -0.50
H -3.975 -1.728 8.615 0.28
H -2.227 -1.849 8.885 0.30
H -3.284 -2.654 10.006 0.33
H -1.946 -4.943 9.233 0.55
H -1.000 -3.705 8.519 0.30
H -2.470 -5.926 7.237 0.38
H -0.698 -5.926 7.576 0.39
H -2.009 -3.886 5.944 0.17
H -2.258 -6.179 5.011 0.40
H -0.498 -6.135 5.058 0.41
H -1.402 -5.523 2.915 0.56
H -0.524 -4.199 3.495 0.24
H -2.624 -3.331 1.598 0.60
H -1.861 -2.269 2.832 0.10
H -3.661 -2.552 2.588 0.13
C 5.030 6.593 -0.651 -0.86
O 5.703 5.431 -0.182 -0.29
C 5.925 5.531 1.287 -0.29
C 6.796 4.382 1.762 -0.99
N 6.235 3.084 1.457 -0.37
C 5.112 2.648 2.308 -0.43
C 4.689 1.186 2.057 -0.96
O 4.060 1.144 0.812 0.14
C 3.691 -0.183 0.548 -0.42
H 4.040 6.661 -0.199 0.34
H 4.881 6.447 -1.720 0.26
H 5.583 7.521 -0.506 0.33
H 4.931 5.489 1.734 0.21
H 6.376 6.478 1.582 0.49
H 7.080 4.389 2.814 0.44
H 7.763 4.502 1.271 0.36
H 5.794 3.131 0.549 0.22
H 4.286 3.357 2.241 0.17
H 5.411 2.703 3.354 0.63
H 4.041 0.882 2.879 0.37
H 5.562 0.543 2.165 0.35
H 3.503 -0.222 -0.525 -0.32
H 2.829 -0.483 1.144 0.14
H 4.543 -0.833 0.749 0.55
C -3.361 -0.669 5.863 -0.14
O -2.073 -0.059 5.736 -0.39
C -1.038 -0.991 5.794 1.16
C 0.272 -0.239 6.082 -1.15
N 0.563 0.909 5.210 -0.33
C 0.694 0.477 3.808 -0.54
C 1.032 1.627 2.888 0.69
O 0.110 2.687 3.068 -0.48
C 0.388 3.725 2.138 -0.25
H -3.560 -1.275 4.979 -0.02
H -4.158 0.053 5.684 0.44
H -3.632 -1.336 6.682 -0.11
H -1.018 -1.621 4.906 -0.24
H -1.194 -1.691 6.615 -0.30
H 1.099 -0.944 6.000 0.43
H 0.244 0.072 7.126 0.42
H 1.492 1.173 5.503 0.27
H -0.234 -0.014 3.512 -0.11
H 1.425 -0.313 3.639 0.47
H 0.878 1.219 1.889 -0.32
H 2.084 1.908 2.935 -0.05
H 1.300 4.289 2.337 0.26
H -0.473 4.388 2.048 0.32
H 0.529 3.295 1.147 -0.15
C -1.692 -0.581 -4.782 -0.48
O -1.358 0.706 -4.228 -0.23
C 0.023 0.921 -4.234 0.63
C 0.167 2.420 -4.138 -0.96
N -0.495 2.888 -2.922 0.32
C -0.477 4.356 -2.845 -0.74
C -1.104 4.966 -1.542 -0.28
O -2.497 4.631 -1.401 0.14
C -3.232 5.221 -0.380 -0.96
H -2.764 -0.759 -4.874 0.09
H -1.208 -1.308 -4.131 0.05
H -1.421 -0.636 -5.837 0.41
H 0.417 0.578 -5.190 0.49
H 0.529 0.405 -3.418 -0.47
H -0.236 2.909 -5.024 0.42
H 1.226 2.675 -4.099 0.15
H 0.288 2.680 -2.318 -0.54
H -1.078 4.866 -3.599 0.60
H 0.569 4.648 -2.755 0.23
H -1.024 6.053 -1.557 0.39
H -0.550 4.604 -0.676 -0.24
H -4.038 4.539 -0.110 0.16
H -3.643 6.144 -0.789 0.35
H -2.776 5.485 0.575 0.39
C 5.761 -1.698 -2.981 -0.57
O 4.746 -2.089 -3.931 -0.48
C 3.487 -2.100 -3.234 0.30
C 2.411 -2.312 -4.288 -0.93
N 2.540 -3.576 -4.953 -0.33
C 1.725 -3.683 -6.143 -0.58
C 2.102 -4.861 -7.077 -0.70
O 3.481 -4.647 -7.481 -0.28
C 4.033 -5.664 -8.255 -0.79
H 5.632 -0.647 -2.724 0.12
H 6.791 -1.674 -3.338 0.34
H 5.726 -2.314 -2.083 0.24
H 3.380 -1.104 -2.804 0.13
H 3.405 -2.945 -2.551 0.02
H 2.495 -1.465 -4.968 0.48
H 1.458 -2.283 -3.760 0.30
H 3.515 -3.610 -5.213 0.31
H 1.731 -2.738 -6.687 0.41
H 0.705 -3.869 -5.806 0.32
H 1.489 -4.948 -7.974 0.46
H 2.010 -5.703 -6.392 0.35
H 4.155 -6.609 -7.725 0.30
H 5.001 -5.394 -8.675 0.25
H 3.451 -5.740 -9.173 0.30
C -4.231 5.249 -3.646 -0.82
O -4.750 4.035 -3.085 -0.11
C -6.075 4.257 -2.668 -0.51
C -6.803 2.906 -2.624 -1.15
N -6.198 2.084 -1.558 0.13
C -6.731 0.746 -1.440 -0.85
C -6.057 0.078 -0.230 -0.97
O -4.622 0.084 -0.183 0.05
C -4.188 -0.609 0.933 -1.35
H -4.280 6.150 -3.035 0.34
H -4.730 5.547 -4.568 0.43
H -3.217 5.183 -4.042 0.12
H -6.646 4.747 -3.457 0.44
H -6.161 4.825 -1.742 0.27
H -6.908 2.439 -3.604 0.37
H -7.820 3.017 -2.247 0.49
H -6.561 2.580 -0.757 0.19
H -6.682 0.137 -2.343 0.34
H -7.784 0.826 -1.171 0.39
H -6.341 -0.974 -0.262 0.40
H -6.469 0.445 0.711 0.59
H -4.593 -0.146 1.833 0.45
H -3.101 -0.519 0.918 0.29
H -4.478 -1.659 0.970 0.43
```

Values from the calculation:
max |F|	3.2	eV Å⁻¹
gap between HOMO and LUMO	7.97	eV
charge	-1
molar mass	1036.80	g mol⁻¹